Entry 1:
# C5H11N2

An isolated ion of composition C5H11N2 and charge +1 at a distorted geometry (ωB97M-V with the def2-TZVPD basis set, OMol25).

## Properties
Net charge = +1
Max |F| = 2.99 eV/Å
E_LUMO = -3.33 eV
HOMO = -0.4962 Ha
HOMO-LUMO gap = 10.176 eV
E_tot = -306.30918 hartree
SMILES string = C=NC(=C)CC[NH3+]
Relative energy (zero: lowest compared OMol25 entry of this formula, charge and spin) = 46.62 kcal per mole

Each line ends with the Mulliken charge.
Element x y z (Å)
H  -2.264  -1.821  0.044  0.331
N  -0.235  -0.701  1.246  -0.439
C  -1.862  -0.976  -0.495  -0.934
C  -0.316  1.037  -0.495  -0.399
H  1.621  -1.161  -1.242  0.346
H  1.369  1.129  -1.971  0.390
C  1.168  0.969  -0.917  -0.595
H  1.480  -0.590  0.375  0.331
H  1.764  1.595  -0.259  0.338
H  -0.399  1.749  0.318  0.268
H  -0.961  1.193  -1.355  0.375
N  1.803  -0.399  -0.588  -0.279
H  -2.023  -0.849  -1.562  0.305
H  2.822  -0.330  -0.635  0.365
H  -0.654  -0.710  3.197  0.288
H  -1.720  0.414  2.134  0.318
C  -0.825  -0.200  2.257  -0.370
C  -0.770  -0.348  -0.051  0.362

***

Entry 2:
# C39H77NO14

A 12-piece molecular cluster, C39H77NO14 overall at a distorted geometry (ωB97M-V with the def2-TZVPD basis set, OMol25).

## Properties
Max |F| = 4.30 eV/Å
E_LUMO = 0.25 eV
HOMO = -0.3310 Ha
HOMO-LUMO gap = 9.261 eV
E_tot = -2640.22547 hartree
SMILES string = COC[C@@H]1OC(=O)C[C@@H]1N.CC(C)=O.CC(C)=O.CC(C)=O.CC(C)=O.CC(C)=O.CC(C)=O.CC(C)=O.CC(C)=O.CC(C)=O.CC(C)=O.CC(C)=O

Each line ends with the Mulliken charge.
Element x y z (Å)
C  -4.341  -2.487  1.317  -1.250
H  -0.679  -7.296  9.685  0.317
C  -3.029  -0.298  1.647  -1.120
C  2.197  -0.447  0.401  -1.016
H  0.910  -7.405  8.903  0.312
H  -3.751  5.787  -3.791  0.216
C  0.809  -0.636  8.348  -1.237
H  -6.779  0.306  -13.025  0.323
H  -2.949  0.375  -4.385  0.027
H  -2.028  0.116  1.508  0.213
C  6.718  -7.228  2.586  -0.831
C  -6.171  2.692  -11.595  -1.084
H  0.123  5.565  -4.745  0.317
H  -0.250  -0.795  8.565  0.344
C  2.972  3.013  6.652  0.859
C  1.131  -1.150  6.972  1.015
H  -2.902  -2.391  -1.750  -0.017
H  0.360  3.604  -9.370  0.283
C  -3.374  -2.647  -2.701  -0.840
H  -2.057  -0.136  -2.941  0.050
C  3.393  2.305  5.392  -0.747
C  0.035  4.031  -3.374  -0.070
H  3.579  3.034  4.600  0.398
H  -4.661  -2.520  2.360  0.411
H  3.758  -2.152  3.866  -0.050
H  4.158  4.792  6.549  0.340
C  -6.406  1.135  -13.630  -1.107
C  7.659  -8.368  2.867  0.794
C  -1.513  2.586  -9.386  0.685
O  1.946  -2.039  6.802  -0.490
O  8.837  -8.308  2.565  -0.566
H  -7.241  1.707  -14.042  0.333
C  -5.536  2.032  -12.790  0.864
C  7.087  -9.590  3.538  -1.048
H  -4.201  -3.509  0.961  0.295
H  -0.492  3.665  -10.925  0.321
H  7.877  -10.330  3.678  0.294
H  -4.458  4.220  -4.413  0.290
O  1.886  2.806  7.163  -0.563
C  1.974  -0.980  1.789  0.942
H  4.109  -5.161  6.187  0.335
H  0.463  6.625  1.299  0.320
H  -3.291  -0.234  2.706  0.340
H  -2.833  2.356  -11.054  0.199
C  -1.927  3.373  -5.239  -0.183
H  6.306  -10.026  2.911  0.308
O  5.028  -4.957  3.869  -0.545
H  -5.428  3.308  -11.084  0.246
O  -1.697  6.026  -0.808  -0.452
H  4.291  1.713  5.580  0.299
H  1.285  0.030  0.038  0.156
C  1.125  -4.616  8.372  -0.553
H  -2.769  2.619  -4.998  0.090
H  0.764  -3.743  7.829  -0.029
O  -1.179  -5.196  8.424  -0.576
H  0.690  6.675  -0.461  0.246
H  -6.995  3.332  -11.917  0.377
H  1.141  -2.904  1.362  0.460
H  0.722  -6.521  10.450  0.320
H  -6.533  1.931  -10.899  0.314
H  -3.126  4.195  -3.039  0.181
C  -0.249  3.030  -10.071  -1.091
H  -0.790  5.872  -3.373  0.302
H  0.849  -2.318  3.012  0.101
H  -2.358  8.197  1.271  0.345
O  2.634  -0.584  2.736  -0.557
H  6.681  -9.321  4.515  0.297
H  -3.337  6.757  0.931  0.290
O  0.228  1.080  -1.514  -0.619
H  3.512  4.422  8.160  0.319
H  1.145  3.710  -3.438  0.302
H  -2.076  6.676  2.176  0.348
C  3.947  3.988  7.258  -1.218
C  -0.673  2.977  -4.340  0.011
H  3.092  -3.730  5.922  0.063
H  7.266  -6.418  2.102  0.277
C  4.115  -4.108  5.894  -0.740
H  -1.862  -1.024  -4.484  0.356
H  5.921  -7.560  1.917  0.317
H  -5.818  0.730  -14.455  0.295
O  -4.854  -1.120  -3.764  -0.598
C  -2.490  1.776  -10.194  -0.946
C  -0.307  2.001  -2.142  0.147
C  0.903  -2.023  1.961  -0.561
H  -5.104  -2.004  0.703  0.336
H  2.593  1.636  5.070  0.004
H  -0.667  -0.676  5.915  0.454
H  0.102  2.406  -4.967  0.281
C  -1.349  6.669  0.164  0.846
C  -0.302  3.600  -1.854  -0.202
H  0.182  8.145  0.394  0.381
H  1.055  0.426  8.415  0.324
H  -2.019  0.849  -10.526  0.376
C  0.409  -0.522  5.811  -0.979
O  -1.737  2.872  -8.223  -0.544
H  -3.353  1.526  -9.573  0.262
H  5.410  -1.975  4.537  0.376
H  0.742  -0.990  4.882  0.078
H  2.491  -1.260  -0.267  0.374
H  4.742  -3.553  6.595  0.323
H  1.403  -1.180  9.086  0.305
H  -3.734  0.282  1.048  0.355
C  -3.503  4.682  -3.996  -0.499
H  1.819  -5.163  7.731  0.147
C  0.090  7.058  0.368  -1.103
H  -4.293  -3.201  -2.498  0.307
C  4.754  -2.594  3.922  -0.690
H  2.997  0.296  0.422  0.297
H  -0.064  -1.614  1.663  -0.141
O  -2.038  -2.272  0.767  -0.548
C  4.667  -3.980  4.501  0.656
O  -4.366  2.217  -13.067  -0.547
H  -2.709  -3.278  -3.294  0.368
H  5.170  -2.649  2.913  0.291
H  -1.359  3.915  -1.574  0.137
H  0.635  0.545  5.765  0.193
H  -1.665  3.170  -6.341  0.178
C  -3.041  -1.737  1.202  1.003
C  -3.706  -1.392  -3.464  0.690
H  4.870  3.471  7.528  0.319
C  -0.042  -5.496  8.733  0.762
O  -1.063  1.932  -3.367  -0.031
N  0.110  5.477  -3.712  -0.641
H  1.631  -4.279  9.279  0.397
O  -2.474  4.684  -5.008  -0.393
H  0.529  3.905  -1.124  0.219
H  0.322  2.158  -10.398  0.331
H  6.297  -6.855  3.520  0.178
C  0.254  -6.762  9.493  -1.145
C  -2.563  -0.488  -3.840  -0.379
C  -2.341  7.107  1.208  -1.203

***

Entry 3:
# C15H28Cl2MgN3O9

C15H28Cl2MgN3O9 as an isolated structure at a distorted geometry (ωB97M-V with the def2-TZVPD basis set, OMol25).

## Properties
Net charge = -1
Max |F| = 1.40 eV/Å
E_LUMO = 2.06 eV
HOMO = -0.1804 Ha
HOMO-LUMO gap = 6.971 eV
E_tot = -2549.92585 hartree

Each line ends with the Mulliken charge.
Element x y z (Å)
Cl  -3.009  -7.879  -30.077  1.765
C  -7.085  -8.175  -31.198  -0.439
C  -2.973  -2.969  -28.731  -1.063
H  -9.741  -7.068  -25.550  0.279
O  -1.504  -6.195  -25.479  -0.673
Cl  -2.197  -7.293  -24.854  1.747
C  -9.152  -7.767  -24.958  -0.507
C  -6.698  -8.201  -29.796  0.349
H  -7.936  -10.003  -24.267  0.171
H  -6.650  -12.792  -25.914  0.350
H  -5.957  -10.573  -25.030  -0.294
N  -5.054  -6.028  -27.519  -0.060
H  -9.339  -7.812  -29.455  0.270
H  -6.697  -9.126  -31.587  0.273
H  -3.969  -1.770  -27.275  0.298
C  -8.993  -10.260  -24.366  -1.019
O  -3.222  -8.085  -28.647  -0.797
H  -9.424  -10.288  -23.361  0.371
C  -6.430  -11.937  -26.562  -1.467
C  -9.468  -8.537  -30.263  -1.192
H  -9.230  -9.519  -29.857  0.318
N  -6.675  -7.689  -25.713  -0.260
C  -4.198  -11.727  -25.404  -1.432
C  -9.715  -9.171  -25.177  -0.319
C  -5.184  -4.891  -27.545  0.358
Mg  -4.816  -8.130  -27.168  1.298
H  -3.627  -3.107  -29.601  0.279
C  -5.197  -3.451  -27.561  -0.926
H  -5.846  -3.065  -26.768  0.328
H  -8.808  -8.797  -32.297  0.279
H  -9.169  -7.504  -23.899  0.270
O  -2.044  -8.828  -30.537  -0.688
H  -10.515  -8.515  -30.565  0.443
C  -8.604  -8.131  -31.458  -0.440
C  -5.426  -10.968  -25.937  1.256
H  -4.367  -12.092  -24.383  0.340
H  -2.272  -3.797  -28.718  0.297
H  -6.077  -12.305  -27.534  0.387
O  -1.457  -8.513  -25.001  -0.659
H  -6.507  -7.423  -31.732  0.347
H  -3.998  -12.610  -26.021  0.351
C  -3.797  -2.835  -27.443  -0.446
O  -3.503  -7.445  -25.507  -0.857
H  -9.027  -11.257  -24.794  0.334
O  -4.280  -8.072  -30.749  -0.761
H  -8.907  -7.134  -31.782  0.295
O  -5.106  -9.971  -26.780  -0.162
N  -6.421  -8.261  -28.695  -0.425
H  -5.698  -3.095  -28.467  0.320
H  -10.789  -9.227  -24.988  0.379
H  -2.467  -2.029  -28.960  0.335
O  -2.544  -6.533  -30.289  -0.682
H  -9.641  -9.421  -26.244  0.150
H  -3.258  -3.266  -26.604  0.394
H  -7.367  -11.410  -26.786  0.160
H  -3.325  -11.078  -25.371  0.297
C  -7.770  -7.702  -25.398  0.164
O  -2.429  -7.006  -23.460  -0.682

***

Entry 4:
# C56H52As2N3P2PdTe

C56H52As2N3P2PdTe as an isolated structure at a distorted geometry (ωB97M-V with the def2-TZVPD basis set, OMol25).

## Properties
Net charge = +1
Max |F| = 3.42 eV/Å
E_LUMO (spin up / spin down) = -2.26 / -4.40 eV
Spin multiplicity = 3
HOMO (spin up / spin down) = -0.3482 / -0.3524 Ha
HOMO-LUMO gap (spin up / spin down) = 7.219 / 5.192 eV
Expectation value of S² = 2.016
E_tot = -7879.06856 hartree

Each line ends with the Mulliken charge.
Element x y z (Å)
H  -24.912  -4.036  -10.401  0.435
C  -24.415  -1.411  -8.238  -0.598
H  -24.991  -5.727  -2.503  0.471
H  -22.444  -4.181  -9.930  0.712
H  -19.912  0.231  -4.376  0.370
H  -17.441  -10.251  -4.956  0.579
C  -23.234  -6.458  -1.503  0.133
H  -17.696  -0.267  -3.123  0.359
H  -21.081  -8.934  -2.977  0.304
C  -18.278  -9.308  -7.804  0.411
H  -16.740  -5.729  1.407  0.453
C  -23.236  -2.110  -7.994  0.001
H  -23.602  -8.397  -2.427  0.475
C  -17.751  -2.311  -3.673  -0.679
C  -25.315  -6.006  -9.623  -0.928
H  -21.111  -1.596  -5.426  0.528
C  -18.414  -5.215  -12.099  -0.623
H  -17.861  -4.996  -12.972  0.460
C  -20.835  -6.033  -1.186  -0.751
C  -23.410  -6.642  -3.664  -0.525
C  -20.244  -1.801  -4.896  -0.506
C  -18.532  -5.549  -9.714  -0.768
C  -17.776  -9.229  -4.798  -1.517
H  -14.663  -4.923  0.523  0.404
Te  -20.063  -2.689  -8.322  0.339
C  -22.833  -7.603  -2.475  -0.356
C  -23.249  0.322  -9.194  -0.460
C  -20.669  -4.429  -7.391  -0.743
C  -16.143  -9.749  -8.922  -0.492
H  -22.638  -11.758  -7.714  0.133
C  -21.918  -9.736  -5.682  0.499
H  -17.428  -9.330  -2.598  0.653
C  -22.102  -4.832  -4.710  1.454
N  -24.443  -0.248  -8.910  -0.613
C  -23.476  -7.067  -8.433  -0.176
C  -18.888  -10.217  -8.688  -0.598
C  -22.482  -6.117  -4.694  0.336
C  -23.435  -4.234  -2.827  -1.278
H  -14.320  -4.797  -1.897  0.417
H  -24.038  -6.867  -0.840  0.477
C  -20.140  -11.340  -5.457  -0.411
H  -20.694  -13.195  -4.509  0.424
P  -20.566  -4.515  -5.610  0.497
C  -18.445  -3.316  -4.310  -0.660
C  -17.800  -5.236  -10.822  -0.672
C  -22.640  -5.997  -8.854  0.603
H  -22.167  -6.731  -5.527  -0.864
C  -22.820  -10.612  -5.079  -0.745
C  -20.535  -5.748  -11.089  -0.571
H  -18.393  -6.852  -0.053  0.517
C  -19.758  -5.447  -12.216  -0.697
H  -22.286  -5.285  0.103  0.424
C  -16.794  -10.551  -9.850  -0.553
N  -23.857  -10.408  -8.608  -0.365
C  -19.940  -5.661  -9.800  0.297
H  -16.080  -5.762  -3.438  0.334
C  -17.330  -6.400  -1.854  0.181
C  -24.819  -6.995  -8.736  -0.783
H  -15.048  -9.589  -9.036  0.364
H  -25.396  -1.780  -7.902  0.404
H  -16.793  -2.449  -3.227  0.518
C  -22.748  -3.820  -3.898  -0.942
C  -20.569  -10.049  -5.759  0.578
C  -22.096  -5.871  -0.775  -1.446
H  -20.274  -5.492  -13.170  0.418
C  -23.910  -5.640  -2.645  0.046
C  -19.705  -3.088  -4.883  0.794
C  -17.468  -6.400  -0.448  -0.162
H  -24.224  -7.226  -4.180  0.721
H  -19.066  -11.603  -5.518  0.314
H  -19.990  -5.384  -0.850  0.411
P  -20.891  -5.928  -8.276  1.618
H  -23.573  -9.600  -9.135  0.191
C  -16.202  -5.754  -2.363  -0.501
H  -24.655  -10.828  -9.089  0.265
C  -22.030  -1.623  -8.511  0.207
C  -20.477  -7.111  -2.156  0.583
H  -16.955  -8.593  -5.032  0.792
H  -19.951  -10.426  -8.647  0.509
C  -19.549  -0.802  -4.251  -0.763
C  -15.252  -5.214  -1.526  -0.785
C  -18.178  -10.677  -9.780  -0.516
H  -22.656  -2.792  -4.214  0.520
H  -18.114  -5.667  -8.715  0.410
C  -24.501  -4.934  -9.932  -0.919
H  -22.742  -12.014  -9.336  0.257
H  -18.683  -11.162  -10.607  0.417
C  -23.143  -4.939  -9.612  -0.719
As  -18.714  -7.116  -2.965  0.858
H  -26.314  -6.090  -10.077  0.380
C  -18.197  -9.067  -3.334  -1.235
H  -25.550  -7.661  -8.287  0.489
H  -23.691  -3.545  -2.038  0.418
C  -22.365  -11.866  -4.661  -0.744
H  -16.196  -10.980  -10.652  0.362
Pd  -19.259  -6.394  -5.167  0.012
H  -23.221  -3.086  -7.559  0.664
C  -21.035  -12.231  -4.878  -0.761
H  -18.044  -4.326  -4.397  0.423
H  -23.085  -7.882  -7.818  0.304
H  -23.293  1.306  -9.607  0.418
C  -16.839  -9.217  -7.846  -0.357
C  -16.589  -5.795  0.363  -0.852
C  -21.444  -8.014  -2.494  -0.648
H  -21.108  0.116  -9.347  0.348
H  -16.732  -5.039  -10.749  0.448
C  -18.324  -1.021  -3.629  -0.668
N  -22.678  -11.256  -8.642  -0.377
As  -19.199  -8.695  -6.169  1.878
C  -15.424  -5.268  -0.155  -0.461
H  -23.068  -12.562  -4.190  0.386
H  -23.864  -10.327  -4.993  0.466
H  -19.104  -9.663  -3.106  0.338
H  -21.608  -5.866  -11.268  0.469
H  -16.281  -8.598  -7.098  0.166
C  -22.039  -0.363  -9.042  -0.364
H  -22.260  -8.794  -6.117  -0.690

***

Entry 5:
# C7H7O6SSn

C7H7O6SSn as an isolated structure at a distorted geometry (ωB97M-V with the def2-TZVPD basis set, OMol25).

## Properties
Net charge = +1
Max |F| = 4.57 eV/Å
E_LUMO (spin up / spin down) = -4.11 / -4.16 eV
HOMO (spin up / spin down) = -0.3486 / -0.3428 Ha
HOMO-LUMO gap (spin up / spin down) = 5.378 / 5.167 eV
E_tot = -1334.29598 hartree

Each line ends with the Mulliken charge.
Element x y z (Å)
C  0.462  -2.173  2.142  -1.064
H  0.080  -0.563  -3.775  0.244
H  0.831  -2.264  3.146  0.497
C  -2.257  0.427  -1.427  -0.018
C  -0.037  2.166  -3.048  0.177
C  2.177  0.449  -1.420  -0.069
O  -0.043  2.843  -3.961  -0.107
C  -0.337  0.434  2.640  -0.957
H  -1.294  0.453  2.113  0.281
C  -0.029  2.356  0.181  0.071
H  0.068  1.434  2.805  0.336
O  -3.409  0.369  -1.558  -0.233
H  0.961  -2.845  1.435  0.366
H  -0.622  -2.265  2.036  0.329
O  -0.121  -2.225  -2.287  -0.344
Sn  -0.037  0.421  -1.273  1.388
O  -0.035  3.236  0.922  -0.192
O  3.336  0.398  -1.549  -0.265
S  0.815  -0.511  1.720  0.523
O  -0.087  -0.825  0.391  -0.450
H  -0.395  -0.153  3.559  0.466
C  -0.026  -1.162  -2.792  0.020